[1]
Computed, not measured: a cluster of 7 separate species, H14O7 in total, with ωB97M-V/def2-TZVPD.

Its HOMO energy is -11.2 eV. The max |F| comes out at 0.93 eV/A. As for the LUMO energy: 0.1595 eV. The SMILES is O.O.O.O.O.O.O. For the energy relative to the best compared isomer or geometry (same formula, charge and spin), the calculation gives 93.33 kJ/mol.

```
! wB97M-V def2-TZVPD RIJCOSX def2/J DEFGRID3
* xyz 0 1
O 0.9100 0.1839 1.6147
H 1.3219 -0.5477 1.1232
H 0.2171 -0.1861 2.1675
O -3.1539 0.6644 2.2182
H -4.0823 0.9022 2.1775
H -2.9552 0.3227 1.3344
O -1.8393 -1.1864 0.2511
H -1.1435 -0.6468 -0.1572
H -1.2788 -1.8752 0.6243
O 2.2709 -2.1507 0.3319
H 1.6510 -2.8838 0.4496
H 2.1628 -1.8166 -0.5846
O -0.7788 0.7473 -2.0221
H -0.9052 1.2790 -2.8193
H -0.3625 1.3763 -1.3966
O 1.8451 -0.3854 -2.0190
H 2.1189 0.2121 -1.3061
H 0.8824 -0.2297 -2.0453
O 0.8068 2.1702 -0.2993
H 0.6324 1.5448 0.4383
H 1.6802 2.5057 -0.0811
*
```

[2]
Computed, not measured: an isolated molecule of CH2Cl2N2, with ωB97M-V/def2-TZVPD.

Its HOMO energy is -9.0 eV. The max |F| comes out at 3.06 eV/A. As for the LUMO energy: -1.4937 eV. For the energy relative to the best compared isomer or geometry (same formula, charge and spin), the calculation gives 385.06 kJ/mol.

```
! wB97M-V def2-TZVPD RIJCOSX def2/J DEFGRID3
* xyz 0 1
C 0.7897 0.8382 0.0363
N -0.6055 -0.8169 0.8757
N -0.1312 -0.0686 0.0149
Cl -1.1355 -2.3174 0.4794
Cl -1.1206 -0.2655 -1.7719
H 0.8403 1.6548 -0.7147
H 1.3628 0.9755 1.0802
*
```

[3]
Computed, not measured: an isolated molecule of C21H14BrN3O4S, with ωB97M-V/def2-TZVPD.

Its HOMO energy is -8.4 eV. The max |F| comes out at 1.40 eV/A. As for the LUMO energy: -0.5607 eV. The SMILES is O=C(COC(=O)c1cc(=O)[nH]c2ccccc12)Nc1nc(-c2cccc(Br)c2)cs1.

```
! wB97M-V def2-TZVPD RIJCOSX def2/J DEFGRID3
* xyz 0 1
O -3.2358 0.2425 -4.5612
C -2.6428 0.2872 -3.5118
C -2.9714 -0.6332 -2.3541
O -1.7973 -1.1644 -1.7592
C -1.7773 -1.1765 -0.4180
O -2.7516 -0.9362 0.2466
C -0.4567 -1.4920 0.2105
C -0.5270 -1.8050 1.5292
C 0.6390 -1.9523 2.3790
O 0.6292 -2.2161 3.5641
N 1.8288 -1.7154 1.7228
C 1.9668 -1.4196 0.3963
C 3.2424 -1.1968 -0.1305
C 3.4031 -0.9196 -1.4674
C 2.2921 -0.8827 -2.3053
C 1.0303 -1.0921 -1.7984
C 0.8262 -1.3372 -0.4340
N -1.6261 1.2020 -3.3548
C -0.8484 1.5395 -2.2806
N -1.0770 1.3177 -1.0404
C -0.0630 1.7566 -0.2361
C -0.1370 1.5312 1.2021
C 1.0182 1.4596 1.9799
C 0.9306 1.1967 3.3343
C -0.3003 0.9981 3.9355
C -1.4426 1.0774 3.1565
Br -3.1384 0.8103 3.9634
C -1.3793 1.3449 1.8029
C 0.9608 2.3637 -0.9045
S 0.6746 2.3811 -2.5981
H -3.5930 -1.4488 -2.7375
H -3.5383 -0.0824 -1.5907
H -1.4890 -1.9119 2.0079
H 2.6664 -1.7719 2.2910
H 4.0976 -1.2517 0.5275
H 4.3894 -0.7433 -1.8685
H 2.4213 -0.6896 -3.3591
H 0.1845 -1.0805 -2.4629
H -1.4180 1.7037 -4.2125
H 1.9845 1.5888 1.5160
H 1.8273 1.1336 3.9317
H -0.3704 0.7734 4.9877
H -2.2761 1.3936 1.2069
H 1.8440 2.8176 -0.5062
*
```

[4]
Computed, not measured: a structure of composition C5H12N4, with ωB97M-V/def2-TZVPD.

Its HOMO energy is -8.3 eV. The max |F| comes out at 6.94 eV/A. As for the LUMO energy: 0.9051 eV. For the energy relative to the best compared isomer or geometry (same formula, charge and spin), the calculation gives 453.36 kJ/mol.

```
! wB97M-V def2-TZVPD RIJCOSX def2/J DEFGRID3
* xyz 0 1
C 0.0866 0.6957 0.1833
C 1.7698 -1.6092 0.8387
N 0.1382 -0.3463 -0.7937
C -1.8135 1.0585 0.3498
C 1.5944 -0.5396 -0.1956
N -0.7346 -1.3648 -0.4762
N -2.4414 1.4842 -0.7897
C 2.5952 -0.0241 -0.9136
N -2.2016 1.2456 1.5415
H -1.3262 -1.0836 0.3513
H -1.3781 -1.5030 -1.2542
H -3.2509 2.0834 -0.7423
H -1.9560 1.4296 -1.6683
H -3.1048 1.7238 1.6294
H 0.5031 1.6378 -0.1558
H 0.0674 0.4736 1.2514
H 0.8812 -1.7382 1.4526
H 2.5847 -1.3559 1.5210
H 1.9697 -2.5722 0.3690
H 2.4120 0.6923 -1.6993
H 3.6048 -0.3875 -0.7994
*
```

[5]
Computed, not measured: a cluster of 2 separate species, C10H19N2 in total, with ωB97M-V/def2-TZVPD.

Its HOMO energy is -14.2 eV. The max |F| comes out at 4.53 eV/A. As for the LUMO energy: -3.8621 eV. For the energy relative to the best compared isomer or geometry (same formula, charge and spin), the calculation gives 545.88 kJ/mol.

```
! wB97M-V def2-TZVPD RIJCOSX def2/J DEFGRID3
* xyz 1 1
C 2.5120 -3.2369 -0.3625
C -0.6287 -2.0389 -2.0828
C 0.9163 0.3180 0.0887
C 0.5464 -0.0224 -1.3714
C 0.9868 1.0812 -2.2644
C 0.6107 -0.0782 2.4372
C -2.1365 0.4341 -0.2037
C -1.0092 2.1539 1.3314
C -0.0900 -0.2125 1.0701
C -1.3415 0.6429 1.1328
N 1.7550 -2.5168 -0.8491
N 0.1586 -1.1524 -1.6547
H 3.2074 -3.8309 0.1622
H 1.9310 -0.1815 0.2703
H -0.0585 -2.8830 -2.5636
H -1.6713 -1.7081 -1.9195
H 0.8701 1.5067 0.0849
H 1.3604 0.6308 -3.1075
H 1.6862 1.7155 -1.7932
H 0.1736 1.7164 -2.5020
H 1.2042 0.8228 2.4907
H -0.1368 0.1748 3.3136
H 1.3205 -0.9426 2.7942
H -1.4293 0.4842 -1.0916
H -2.6797 -0.5987 -0.0140
H -2.9218 1.2706 -0.4407
H -0.2677 2.7465 0.7029
H -0.6723 2.2012 2.2857
H -1.9467 2.5719 1.3188
H -0.3505 -1.1532 0.8210
H -1.8985 0.0846 1.9164
*
```

[6]
Computed, not measured: an isolated molecule of H3N3O2S, with ωB97M-V/def2-TZVPD.

Its HOMO energy is -9.2 eV. The max |F| comes out at 6.48 eV/A. As for the LUMO energy: -0.5546 eV. For the energy relative to the best compared isomer or geometry (same formula, charge and spin), the calculation gives 285.55 kJ/mol.

```
! wB97M-V def2-TZVPD RIJCOSX def2/J DEFGRID3
* xyz 0 1
N -1.5639 -0.5402 -1.6759
N 0.2379 -0.9316 1.2037
N 0.9525 -0.0107 1.2783
O 1.9298 0.0158 2.0233
O 0.8344 1.1757 0.6412
S -0.7934 -1.3256 -0.2215
H -2.3905 0.0864 -1.6544
H -0.9202 -0.0567 -2.3188
H 1.7133 1.5868 0.7241
*
```